A structure of composition C5H7N3, computed with ωB97M-V/def2-TZVPD.

Last column: natural (NBO) charge in e.
CARTESIAN COORDINATES (ANGSTROEM)
C1 0.39079 0.83557 1.02035  -0.029
C2 -0.83392 0.20478 0.70326  -0.138
C3 -2.18349 -0.50260 0.64029  -0.240
C4 -0.45091 -0.41439 -0.52977  0.105
C5 0.53417 0.03071 -1.25139  -0.147
H1 3.06137 -0.00296 0.39517  0.314
H2 3.09484 1.12629 -1.04217  0.388
H3 0.92334 1.13069 1.89734  0.229
H4 -2.08783 -1.39610 1.46791  0.201
H5 -2.85573 0.31229 0.92939  0.222
H6 -2.16489 -1.96290 -0.87593  0.365
H7 0.92340 -0.34640 -2.14995  0.232
N1 2.46897 0.98929 -0.15024  -0.697
N2 1.04381 0.90605 -0.21203  -0.185
N3 -1.86391 -0.91032 -0.84223  -0.620

Computed properties:
- orbital gap (eV) = 8.8
- E_tot (hartree) = -358.732670
- HOMO (Ha) = -0.298
- energy relative to the best compared isomer or geometry (same formula, charge and spin) (eV) = 7.7745
- LUMO level (Ha) = 0.027



A cluster of 3 separate species, C13H15B3F7IN2O6 in total, computed with ωB97M-V/def2-TZVPD.

Last column: natural (NBO) charge in e.
CARTESIAN COORDINATES (ANGSTROEM)
O1 -5.49616 0.38408 1.90049  -0.508
C1 -5.76340 -0.76837 2.02037  0.722
O2 -6.70436 -1.30531 2.80869  -0.663
C2 -5.01943 -1.87391 1.23905  0.548
F1 -5.89240 -2.73998 0.69327  -0.297
F2 -4.30322 -1.28516 0.26254  -0.303
C3 -4.05190 -2.65944 2.16442  0.577
F3 -3.40159 -1.71998 2.90344  -0.319
F4 -4.76388 -3.42002 2.99584  -0.285
C4 -2.97397 -3.55209 1.43445  0.559
F5 -3.05508 -4.79696 1.92152  -0.293
F6 -3.23867 -3.61009 0.11135  -0.308
C5 -1.54187 -3.00571 1.66836  0.236
O3 -0.97725 -3.33105 2.67856  -0.431
B1 -0.84391 -2.00835 0.61165  1.083
O4 -0.14077 -0.93745 1.10333  -0.878
B2 -0.37896 0.24054 0.40477  1.382
F7 -0.45634 1.38661 1.04457  -0.452
O5 -0.57870 0.17596 -0.95745  -0.917
B3 -1.13378 -0.98010 -1.44856  0.946
I1 -2.41374 -0.92891 -3.13526  -0.017
O6 -0.96440 -2.16246 -0.74521  -0.899
H1 -6.84426 -0.71825 3.56941  0.509
C6 4.28292 0.36005 -0.35599  -0.617
C7 3.71532 -0.85801 0.35549  -0.379
C8 3.40126 -2.01119 -0.60518  -0.514
C9 2.44253 -1.59744 -1.62897  0.312
N1 1.70042 -1.22169 -2.42175  -0.358
H2 3.55692 0.75453 -1.06905  0.208
H3 4.50197 1.14652 0.36339  0.230
H4 5.20126 0.12186 -0.89751  0.201
H5 2.80077 -0.57421 0.88046  0.215
H6 4.41259 -1.22066 1.11169  0.214
H7 2.98297 -2.86182 -0.06478  0.251
H8 4.30421 -2.35406 -1.11436  0.246
C10 1.10515 4.12879 -2.36703  -0.616
C11 2.38251 4.88979 -2.03497  -0.377
C12 3.42902 4.00955 -1.34087  -0.515
C13 2.93291 3.47263 -0.07557  0.298
N2 2.51840 3.05330 0.91038  -0.346
H9 0.61720 3.76223 -1.46290  0.220
H10 0.39779 4.77323 -2.88794  0.219
H11 1.31256 3.27051 -3.00899  0.208
H12 2.15382 5.74372 -1.39499  0.209
H13 2.82926 5.28649 -2.94808  0.209
H14 4.34114 4.57120 -1.13412  0.249
H15 3.69762 3.16578 -1.98097  0.244

Computed properties:
- orbital gap (eV) = 9.1
- E_tot (hartree) = -2137.001482
- HOMO (Ha) = -0.359
- LUMO level (Ha) = -0.023



An isolated molecule of C10H4Cl4N2O, computed with ωB97M-V/def2-TZVPD.

Last column: natural (NBO) charge in e.
CARTESIAN COORDINATES (ANGSTROEM)
O1 -2.25216 0.97080 -0.54713  -0.520
C1 -1.20212 0.33804 -0.52957  0.683
C2 -0.27907 0.57932 0.57902  -0.170
C3 -0.06393 1.87362 1.05288  -0.134
C4 0.85359 2.16995 2.11718  -0.238
C5 1.48328 1.10023 2.77472  0.009
Cl1 2.58994 1.33788 4.14401  0.007
C6 1.20027 -0.20617 2.34419  -0.244
C7 0.34301 -0.45965 1.29584  -0.154
N1 -0.94717 -0.50558 -1.58234  -0.435
C8 -1.91189 -0.96839 -2.47361  0.344
Cl2 -3.59867 -0.66960 -2.53676  0.108
N2 -1.42832 -1.81619 -3.32680  -0.427
C9 -0.10726 -1.97122 -2.97535  0.056
Cl3 0.89209 -3.08622 -3.81616  0.062
C10 0.22189 -1.16741 -1.93323  0.052
Cl4 1.88586 -0.91226 -1.40466  0.060
H1 -0.55929 2.73095 0.54553  0.240
H2 1.02507 3.19498 2.45634  0.240
H3 1.68039 -1.04884 2.84531  0.236
H4 0.17449 -1.48424 0.97058  0.225

Computed properties:
- orbital gap (eV) = 8.7
- E_tot (hartree) = -2408.983276
- HOMO (Ha) = -0.341
- energy relative to the best compared isomer or geometry (same formula, charge and spin) (eV) = 0.0000
- LUMO level (Ha) = -0.020



A structure of composition C8H25CrF6N4O7P3, computed with ωB97M-V/def2-TZVPD.

Last column: Mulliken spin population.
CARTESIAN COORDINATES (ANGSTROEM)
Cr1 0.33379 0.40969 -0.22559  3.891
N1 -1.17994 -0.34340 2.57850  0.939
C1 -1.71798 0.96860 2.52464  0.015
C2 -2.32412 1.32348 1.17767  0.011
N2 -1.37909 1.71049 0.09228  -0.135
C3 -0.83173 3.06055 0.38269  0.050
C4 0.47501 3.39878 -0.34541  0.018
N3 1.37556 2.23267 -0.46899  0.009
C5 -2.23650 1.67806 -1.14264  0.040
C6 -1.60301 2.13178 -2.44169  -0.002
N4 -0.43631 1.31515 -2.74945  0.058
H1 -1.21341 -0.96382 1.73480  -0.025
H2 -0.56931 -0.60131 3.35831  -0.043
H3 -0.93152 1.64719 2.87566  0.042
H4 -2.49277 1.02636 3.30723  0.090
H5 -3.03494 2.14157 1.33546  -0.002
H6 -2.89616 0.46862 0.81876  -0.008
H7 -0.63277 3.09853 1.45311  -0.010
H8 -1.59022 3.82184 0.16716  0.005
H9 0.96366 4.19244 0.21991  0.001
H10 0.28559 3.79613 -1.33720  -0.005
H11 2.14252 2.27508 0.19618  0.005
H12 1.76980 2.18932 -1.40052  0.008
H13 -3.12871 2.28678 -0.95403  0.004
H14 -2.56085 0.64150 -1.25510  -0.008
H15 -1.31656 3.18109 -2.38240  -0.003
H16 -2.39352 2.07969 -3.19915  0.001
H17 0.02573 1.65117 -3.58692  0.004
H18 -0.71682 0.35149 -2.94082  0.002
C7 0.82863 -3.77784 0.64400  -0.001
C8 0.61717 -3.29185 -0.78054  0.005
O1 0.39825 -4.41299 -1.64143  0.000
P1 1.97919 -2.20970 -1.37882  -0.002
O2 3.33910 -2.79781 -0.86324  -0.001
O3 2.04376 -2.49420 -2.92865  0.000
O4 1.79632 -0.76932 -1.03612  -0.033
P2 -0.86477 -2.25003 -1.05741  0.017
O5 -2.11842 -3.19046 -0.81266  0.000
O6 -0.75679 -1.70658 -2.43986  0.004
O7 -0.94032 -1.20410 0.07474  0.003
H19 1.69005 -4.44354 0.67718  0.000
H20 -0.05219 -4.33814 0.95820  -0.001
H21 0.99843 -2.95475 1.33401  0.004
H22 1.10431 -4.50280 -2.29176  0.000
H23 3.82497 -2.21740 -0.25851  0.000
H24 1.19450 -2.23391 -3.33720  0.001
H25 -2.19544 -3.88389 -1.48466  -0.001
F1 1.31996 -0.88432 1.82354  0.021
P3 2.19405 0.21491 2.72282  0.007
F2 1.08850 1.34121 2.15955  0.021
F3 3.07796 0.51092 1.41050  0.004
F4 2.91889 1.33807 3.55024  0.000
F5 3.16100 -0.93320 3.20072  0.000
F6 1.16750 -0.07780 3.96289  0.000

Computed properties:
- net charge = +1
- orbital gap (spin up / spin down) (eV) = 9.4 / 6.8
- E_tot (hartree) = -3733.559423
- HOMO (spin up / spin down) (Ha) = -0.425 / -0.483
- energy relative to the best compared isomer or geometry (same formula, charge and spin) (eV) = 0.0000
- expectation value of S² = 8.763
- LUMO level (spin up / spin down) (Ha) = -0.081 / -0.235
- spin multiplicity = 6



The ion C30H37N4O2 with charge +1, computed with ωB97M-V/def2-TZVPD.

Last column: natural (NBO) charge in e.
CARTESIAN COORDINATES (ANGSTROEM)
C1 2.22604 4.67997 -1.38294  -0.255
O1 2.05029 3.73825 -0.34788  -0.501
C2 2.95629 2.72668 -0.22955  0.272
C3 3.93219 2.40306 -1.16563  -0.285
C4 4.75942 1.31380 -0.96195  -0.228
C5 4.64658 0.50103 0.16720  0.116
N1 5.51992 -0.58746 0.32424  -0.425
C6 5.69327 -1.47036 -0.80411  -0.225
C7 4.43301 -2.37363 -0.97369  -0.237
N2 3.63032 -2.27867 0.22712  -0.397
C8 2.40174 -1.79919 0.30961  0.699
O2 1.76559 -1.68283 1.35514  -0.649
C9 1.66375 -1.34259 -0.97601  -0.321
N3 0.35671 -0.86487 -0.49956  -0.395
C10 -0.80030 -1.67041 -0.93802  -0.214
C11 -2.04588 -1.20680 -0.18649  -0.257
N4 -2.27642 0.18908 -0.48703  -0.449
C12 -3.60316 0.69655 -0.11215  -0.100
C13 -3.85840 0.55838 1.37555  -0.075
C14 -3.59638 1.62949 2.22152  -0.158
C15 -3.76343 1.50777 3.59015  -0.220
C16 -4.19192 0.30859 4.13233  -0.202
C17 -4.45859 -0.76408 3.29826  -0.203
C18 -4.29158 -0.64163 1.93014  -0.220
C19 -4.67717 0.07195 -0.97882  0.039
C20 -5.99886 0.04725 -0.55111  -0.225
C21 -6.98789 -0.48788 -1.35745  -0.198
C22 -6.67155 -0.99892 -2.60440  -0.205
C23 -5.36135 -0.95462 -3.04811  -0.205
C24 -4.37267 -0.41704 -2.24324  -0.241
C25 -1.17195 0.98303 0.00150  -0.239
C26 0.09412 0.56727 -0.74216  -0.230
C27 4.39971 -2.48707 1.44487  -0.256
C28 5.47906 -1.36951 1.53837  -0.228
C29 3.68353 0.85506 1.11665  -0.217
C30 2.85755 1.94238 0.92023  -0.266
H1 1.46454 5.44009 -1.22035  0.209
H2 2.07879 4.22634 -2.36859  0.173
H3 3.21493 5.14341 -1.33793  0.186
H4 4.07095 3.00000 -2.05239  0.231
H5 5.52649 1.11703 -1.69385  0.220
H6 5.87014 -0.90707 -1.71694  0.222
H7 6.57526 -2.08521 -0.61380  0.214
H8 4.72819 -3.41830 -1.11000  0.217
H9 3.85489 -2.06478 -1.84140  0.209
H10 2.21704 -0.52957 -1.45005  0.258
H11 1.54349 -2.16799 -1.67855  0.245
H12 0.47936 -1.01704 0.56055  0.479
H13 -0.60570 -2.72320 -0.72800  0.227
H14 -0.93992 -1.52777 -2.01202  0.220
H15 -2.90394 -1.78668 -0.52800  0.249
H16 -1.90414 -1.39091 0.89353  0.194
H17 -3.58115 1.76731 -0.35763  0.219
H18 -3.27206 2.57337 1.80538  0.202
H19 -3.56312 2.35237 4.23188  0.221
H20 -4.32615 0.21252 5.19873  0.223
H21 -4.80338 -1.69939 3.71279  0.221
H22 -4.52542 -1.47821 1.28760  0.218
H23 -6.25773 0.45314 0.41539  0.223
H24 -8.00969 -0.50189 -1.01026  0.222
H25 -7.44312 -1.41847 -3.23135  0.222
H26 -5.10864 -1.33330 -4.02747  0.216
H27 -3.35578 -0.36108 -2.60172  0.212
H28 -1.36411 2.03682 -0.20408  0.235
H29 -1.01151 0.86814 1.08866  0.187
H30 0.94562 1.15322 -0.38987  0.253
H31 -0.04475 0.71810 -1.81517  0.219
H32 4.86127 -3.47494 1.39233  0.212
H33 3.71485 -2.45940 2.29127  0.252
H34 5.30593 -0.71556 2.39000  0.224
H35 6.46511 -1.82422 1.66815  0.215
H36 3.55634 0.28954 2.02486  0.219
H37 2.12555 2.21153 1.66579  0.232

Computed properties:
- net charge = +1
- orbital gap (eV) = 8.3
- E_tot (hartree) = -1534.667814
- HOMO (Ha) = -0.378
- energy relative to the best compared isomer or geometry (same formula, charge and spin) (eV) = 0.0000
- LUMO level (Ha) = -0.074